Entry 1:
A molecular structure, C20H21BrF5GeN3O5RuTe in a non-equilibrium geometry. Source: OMol25; level of theory: ωB97M-V/def2-TZVPD.

Element x y z (Å)
Ru1 0.09 0.34 -0.54
Br1 -5.87 3.86 -3.11
C1 -4.62 2.61 -2.43
C2 -5.08 1.52 -1.68
C3 -4.18 0.60 -1.21
C4 -2.79 0.73 -1.45
O1 -1.99 -0.18 -0.97
C5 -2.34 1.85 -2.23
C6 -0.99 2.11 -2.59
N1 0.06 1.39 -2.28
C7 1.32 1.62 -2.83
C8 1.61 2.48 -3.88
C9 2.93 2.64 -4.31
C10 3.97 1.96 -3.73
C11 3.72 1.05 -2.68
C12 4.73 0.31 -2.03
C13 4.38 -0.55 -1.01
C14 3.04 -0.69 -0.66
N2 2.08 -0.02 -1.26
C15 2.39 0.87 -2.24
C16 -3.30 2.77 -2.71
H1 -6.13 1.41 -1.46
H2 -4.51 -0.25 -0.62
H3 -0.84 3.00 -3.19
H4 0.83 3.04 -4.36
H5 3.14 3.34 -5.11
H6 4.99 2.11 -4.07
H7 5.76 0.43 -2.34
H8 5.13 -1.12 -0.48
H9 2.75 -1.37 0.13
H10 -2.96 3.61 -3.30
C17 -1.61 -3.88 2.52
Ge1 -0.12 -2.81 3.30
C18 -0.22 -1.99 5.09
C19 1.29 -4.22 3.53
C20 0.81 -1.70 1.81
H11 -2.12 -4.40 3.33
H12 -1.19 -4.61 1.83
H13 -2.36 -3.29 2.00
H14 -0.73 -2.70 5.75
H15 -0.77 -1.05 5.09
H16 0.80 -1.83 5.44
H17 1.06 -4.84 4.40
H18 2.28 -3.79 3.70
H19 1.35 -4.88 2.66
H20 1.47 -2.49 1.41
H21 1.39 -0.92 2.31
O2 2.22 3.24 1.61
N3 1.63 2.38 0.98
O3 0.94 2.66 -0.04
O4 1.71 1.16 1.29
F1 -2.93 -1.16 3.31
Te1 -2.20 -0.46 1.56
F2 -1.08 0.33 2.98
F3 -1.42 1.40 0.86
F4 -4.07 -1.37 1.08
F5 -3.49 0.89 2.00
O5 0.04 -1.16 0.78

Values from the calculation:
* charge: -1
* max |F|: 6.01 eV/A
* HOMO (alpha / beta): -0.180 / -0.212 hartree
* orbital gap (alpha / beta): 5.76 / 6.39 eV
* multiplicity: 6
* ⟨S²⟩: 8.771

***

Entry 2:
C20H21BrN4O2S in the gas phase in a non-equilibrium geometry. Source: OMol25; level of theory: ωB97M-V/def2-TZVPD.

Element x y z (Å)
C1 2.60 4.17 -1.04
O1 2.32 2.81 -0.90
C2 1.24 2.38 -1.69
C3 0.98 0.89 -1.44
N1 0.50 0.64 -0.11
C4 -0.78 0.87 0.32
S1 -2.02 1.53 -0.70
C5 -3.37 1.72 0.52
C6 -3.89 0.40 1.05
C7 -4.48 -0.50 -0.05
C8 -3.98 -1.91 0.19
O2 -4.64 -2.77 0.73
C9 -2.55 -2.13 -0.20
C10 -2.10 -1.83 -1.48
C11 -0.78 -2.06 -1.83
C12 0.09 -2.57 -0.88
Br1 1.92 -2.83 -1.35
C13 -0.34 -2.88 0.40
C14 -1.67 -2.68 0.73
N2 -0.92 0.50 1.57
N3 0.25 0.01 1.97
C15 1.11 0.10 0.99
C16 2.48 -0.38 1.11
C17 2.73 -1.45 1.97
C18 4.03 -1.91 2.09
N4 5.05 -1.39 1.44
C19 4.82 -0.36 0.65
C20 3.56 0.20 0.45
H1 1.74 4.79 -0.75
H2 2.87 4.42 -2.07
H3 3.44 4.39 -0.38
H4 0.33 2.96 -1.46
H5 1.47 2.52 -2.76
H6 0.21 0.55 -2.15
H7 1.90 0.32 -1.59
H8 -4.14 2.28 -0.02
H9 -2.97 2.33 1.33
H10 -3.07 -0.10 1.56
H11 -4.66 0.62 1.80
H12 -4.15 -0.15 -1.03
H13 -5.57 -0.50 -0.02
H14 -2.78 -1.44 -2.23
H15 -0.43 -1.85 -2.83
H16 0.35 -3.29 1.12
H17 -2.03 -2.92 1.71
H18 1.92 -1.89 2.53
H19 4.27 -2.75 2.74
H20 5.69 0.06 0.15
H21 3.44 1.07 -0.17

Values from the calculation:
* max |F|: 1.24 eV/A
* HOMO: -0.312 hartree
* orbital gap: 8.81 eV
* structure (SMILES): COCCn1c(SCCCC(=O)c2ccc(Br)cc2)nnc1-c1ccncc1

***

Entry 3:
A molecular structure, C20H21Cl5OPtSe. Source: OMol25; level of theory: ωB97M-V/def2-TZVPD.

Element x y z (Å)
Pt1 0.16 1.11 -0.27
Cl1 -5.18 5.62 -2.03
C1 -4.23 4.25 -1.63
C2 -3.13 4.37 -0.78
Cl2 -2.67 5.89 -0.08
C3 -2.43 3.24 -0.48
Cl3 0.57 3.68 0.35
C4 -2.64 1.97 -0.96
O1 -1.92 0.91 -0.66
C5 -3.76 1.87 -1.81
Cl4 -4.13 0.31 -2.45
C6 -4.54 2.98 -2.13
Cl5 -5.89 2.80 -3.18
C7 1.24 -6.11 -0.47
C8 1.08 -4.66 -0.84
C9 -0.16 -4.15 -1.20
C10 -0.33 -2.81 -1.57
C11 -1.68 -2.28 -1.96
C12 0.80 -2.00 -1.56
Se1 0.63 -0.20 -2.20
C13 2.06 -2.47 -1.18
C14 3.27 -1.57 -1.17
C15 2.17 -3.81 -0.82
H1 0.27 -6.62 -0.44
H2 1.71 -6.22 0.51
H3 1.87 -6.63 -1.20
H4 -1.03 -4.79 -1.20
H5 -2.47 -2.93 -1.58
H6 -1.78 -2.24 -3.05
H7 -1.86 -1.28 -1.57
H8 3.03 -0.59 -0.76
H9 3.66 -1.42 -2.18
H10 4.06 -2.00 -0.56
H11 3.14 -4.19 -0.53
C16 2.64 1.82 1.96
C17 1.24 2.05 2.54
C18 1.26 3.24 3.50
C19 0.78 0.79 3.28
C20 0.21 2.28 1.44
H12 3.34 1.59 2.76
H13 3.00 2.71 1.44
H14 2.63 0.99 1.25
H15 2.05 3.11 4.24
H16 0.31 3.34 4.02
H17 1.45 4.18 2.96
H18 1.47 0.57 4.10
H19 0.75 -0.07 2.61
H20 -0.22 0.93 3.70
H21 -0.79 2.43 1.83

Values from the calculation:
* max |F|: 0.54 eV/A
* HOMO (alpha / beta): -0.298 / -0.297 hartree
* orbital gap (alpha / beta): 8.48 / 5.36 eV
* multiplicity: 5
* ⟨S²⟩: 6.025

***

Entry 4:
C20H21ClFN5 in the gas phase. Source: OMol25; level of theory: ωB97M-V/def2-TZVPD.

Element x y z (Å)
C1 5.38 3.15 1.28
N1 4.52 2.19 0.66
C2 3.36 2.41 0.02
C3 2.88 1.18 -0.40
C4 1.65 0.95 -1.21
N2 0.54 1.74 -0.69
C5 0.13 1.38 0.66
C6 -1.04 0.41 0.71
N3 -2.18 0.99 0.04
C7 -3.42 0.45 0.10
C8 -3.70 -0.71 0.86
C9 -4.99 -1.18 0.89
C10 -5.98 -0.51 0.17
Cl1 -7.62 -1.06 0.18
C11 -5.61 0.61 -0.56
N4 -4.38 1.07 -0.60
C12 -1.89 2.06 -0.89
C13 -0.59 1.74 -1.62
C14 3.85 0.26 0.05
C15 3.92 -1.19 -0.11
C16 5.10 -1.78 -0.56
C17 5.20 -3.15 -0.72
C18 4.12 -3.97 -0.44
C19 2.95 -3.41 0.03
C20 2.86 -2.04 0.19
F1 1.71 -1.54 0.69
N5 4.84 0.90 0.68
H1 6.23 2.62 1.70
H2 4.85 3.68 2.08
H3 5.73 3.88 0.55
H4 2.95 3.39 -0.10
H5 1.83 1.29 -2.23
H6 1.42 -0.12 -1.26
H7 -0.14 2.30 1.18
H8 0.99 0.95 1.18
H9 -0.75 -0.54 0.24
H10 -1.29 0.21 1.76
H11 -2.93 -1.23 1.40
H12 -5.25 -2.06 1.46
H13 -6.34 1.16 -1.15
H14 -2.72 2.13 -1.59
H15 -1.80 3.02 -0.36
H16 -0.39 2.50 -2.39
H17 -0.70 0.77 -2.12
H18 5.94 -1.13 -0.77
H19 6.13 -3.58 -1.08
H20 4.20 -5.03 -0.57
H21 2.09 -4.03 0.27

Values from the calculation:
* max |F|: 0.82 eV/A
* HOMO: -0.283 hartree
* orbital gap: 8.41 eV
* structure (SMILES): Cn1cc(CN2CCN(c3ccc(Cl)cn3)CC2)c(-c2ccccc2F)n1

***

Entry 5:
C20H21ClN4O4S in the gas phase in a non-equilibrium geometry. Source: OMol25; level of theory: ωB97M-V/def2-TZVPD.

Element x y z (Å)
O1 -2.83 -0.35 -0.32
C1 -3.08 -1.53 -0.33
C2 -1.98 -2.58 -0.51
N1 -0.70 -1.94 -0.41
C3 0.29 -2.43 0.37
O2 0.23 -3.55 0.86
C4 1.48 -1.54 0.54
C5 1.37 -0.15 0.59
C6 2.50 0.62 0.78
C7 3.73 0.01 0.91
S1 5.21 0.99 1.13
O3 5.94 0.49 2.26
O4 4.85 2.38 1.12
N2 6.05 0.52 -0.26
C8 5.67 1.32 -1.41
C9 6.66 2.49 -1.40
C10 7.95 1.85 -0.90
C11 7.50 0.58 -0.16
C12 3.85 -1.37 0.88
C13 2.72 -2.14 0.70
N3 -4.32 -2.08 -0.22
N4 -5.53 -1.51 -0.08
C14 -5.71 -0.25 -0.01
C15 -7.05 0.29 0.14
C16 -8.16 -0.55 0.21
C17 -9.43 -0.02 0.35
C18 -9.59 1.36 0.43
Cl1 -11.18 2.02 0.60
C19 -8.50 2.21 0.36
C20 -7.23 1.67 0.21
H1 -2.10 -3.06 -1.49
H2 -2.03 -3.36 0.27
H3 -0.69 -0.97 -0.70
H4 0.40 0.33 0.53
H5 2.45 1.70 0.84
H6 5.79 0.70 -2.31
H7 4.63 1.63 -1.32
H8 6.30 3.24 -0.69
H9 6.76 2.95 -2.38
H10 8.50 2.52 -0.24
H11 8.61 1.59 -1.73
H12 7.90 -0.32 -0.64
H13 7.77 0.57 0.89
H14 4.83 -1.81 1.01
H15 2.78 -3.22 0.69
H16 -4.39 -3.09 -0.23
H17 -4.90 0.48 -0.06
H18 -8.01 -1.61 0.16
H19 -10.29 -0.67 0.41
H20 -8.64 3.27 0.41
H21 -6.38 2.33 0.16

Values from the calculation:
* max |F|: 1.18 eV/A
* HOMO: -0.323 hartree
* orbital gap: 8.80 eV
* structure (SMILES): O=C(CNC(=O)c1ccc(S(=O)(=O)N2CCCC2)cc1)N/N=C/c1ccc(Cl)cc1

***

Entry 6:
C20H21ClN4OS in the gas phase. Source: OMol25; level of theory: ωB97M-V/def2-TZVPD.

Element x y z (Å)
O1 3.14 -0.57 -1.04
C1 2.67 -1.11 -0.06
C2 3.45 -1.22 1.25
S1 4.93 -0.17 1.19
C3 4.17 1.42 1.70
C4 2.91 1.67 0.99
N1 1.73 1.51 1.52
C5 0.82 1.81 0.53
C6 -0.57 1.83 0.55
C7 -1.22 2.14 -0.63
C8 -0.51 2.43 -1.80
C9 0.87 2.44 -1.83
C10 1.53 2.14 -0.65
N2 2.85 2.07 -0.32
N3 1.44 -1.65 -0.09
C11 0.74 -2.34 0.97
C12 -0.65 -1.75 1.16
N4 -1.40 -1.74 -0.09
C13 -2.53 -0.96 -0.18
C14 -3.16 -0.66 -1.40
C15 -4.31 0.10 -1.45
C16 -4.90 0.59 -0.29
C17 -4.30 0.28 0.91
Cl1 -5.00 0.85 2.39
C18 -3.15 -0.48 0.98
C19 -0.65 -2.21 -1.23
C20 0.69 -1.49 -1.33
H1 3.80 -2.24 1.39
H2 2.86 -0.89 2.10
H3 3.99 1.38 2.78
H4 4.92 2.18 1.48
H5 -1.11 1.63 1.46
H6 -2.30 2.16 -0.64
H7 -1.07 2.65 -2.70
H8 1.41 2.67 -2.74
H9 3.63 2.09 -0.95
H10 0.68 -3.41 0.75
H11 1.29 -2.23 1.91
H12 -0.54 -0.72 1.53
H13 -1.19 -2.34 1.91
H14 -2.75 -0.99 -2.34
H15 -4.76 0.32 -2.40
H16 -5.80 1.18 -0.33
H17 -2.74 -0.70 1.96
H18 -1.21 -2.05 -2.15
H19 -0.49 -3.29 -1.13
H20 1.28 -1.88 -2.16
H21 0.52 -0.42 -1.51

Values from the calculation:
* max |F|: 0.81 eV/A
* HOMO: -0.288 hartree
* orbital gap: 8.45 eV
* structure (SMILES): O=C(CSCc1nc2ccccc2[nH]1)N1CCN(c2cccc(Cl)c2)CC1

***

Entry 7:
7 unconnected molecules or ions with the total composition C20H21F6NO18 in a non-equilibrium geometry. Source: OMol25; level of theory: ωB97M-V/def2-TZVPD.

Element x y z (Å)
O1 -31.73 8.60 20.72
C1 -31.50 9.62 21.27
O2 -31.46 9.83 22.56
C2 -31.08 11.17 22.90
C3 -30.69 11.73 21.56
F1 -29.33 11.83 21.45
O3 -31.13 10.79 20.61
H1 -31.93 11.70 23.34
H2 -30.35 11.12 23.71
H3 -31.12 12.72 21.38
O4 -28.82 4.04 25.98
C4 -28.48 4.98 26.61
O5 -27.72 5.98 26.13
C5 -27.29 6.83 27.24
C6 -28.40 6.50 28.20
F2 -29.41 7.45 28.05
O6 -28.85 5.24 27.87
H4 -26.28 6.48 27.45
H5 -27.22 7.87 26.94
H6 -28.10 6.56 29.25
O7 -27.94 15.06 22.52
C7 -28.24 14.64 23.58
O8 -28.39 15.43 24.66
C8 -28.20 14.57 25.79
C9 -28.79 13.22 25.30
F3 -30.13 13.10 25.48
O9 -28.36 13.35 23.97
H7 -27.18 14.58 26.18
H8 -28.67 15.04 26.66
H9 -28.37 12.32 25.73
O10 -24.64 7.70 31.00
C10 -25.44 8.46 30.57
O11 -26.33 8.10 29.60
C11 -27.11 9.26 29.24
C12 -26.74 10.25 30.32
F4 -27.75 10.20 31.26
O12 -25.50 9.79 30.78
H10 -26.74 9.60 28.27
H11 -28.19 9.13 29.19
H12 -26.68 11.30 30.05
O13 -27.63 9.95 25.87
C13 -27.36 9.68 24.74
O14 -28.15 9.74 23.66
C14 -27.30 9.93 22.56
C15 -26.24 8.94 22.94
F5 -24.99 9.12 22.42
O15 -26.12 9.21 24.36
H13 -27.72 9.56 21.63
H14 -26.86 10.93 22.52
H15 -26.48 7.88 22.83
O16 -26.57 12.75 20.69
C16 -25.40 12.50 20.76
O17 -24.53 12.82 19.79
C17 -23.24 12.34 20.18
C18 -23.36 12.21 21.70
F6 -22.95 13.33 22.36
O18 -24.77 12.11 21.84
H16 -23.08 11.34 19.76
H17 -22.46 12.98 19.78
H18 -22.88 11.33 22.11
C19 -23.01 7.13 23.78
C20 -23.80 6.45 22.78
N1 -24.41 5.90 21.99
H19 -21.97 7.03 23.48
H20 -23.16 6.66 24.75
H21 -23.31 8.18 23.78

Values from the calculation:
* max |F|: 3.91 eV/A
* HOMO: -0.416 hartree
* orbital gap: 11.08 eV
* structure (SMILES): O=C1OC[C@@H](F)O1.O=C1OC[C@@H](F)O1.O=C1OC[C@@H](F)O1.O=C1OC[C@@H](F)O1.O=C1OC[C@@H](F)O1.O=C1OC[C@@H](F)O1.CC#N

***

Entry 8:
A molecular structure, C20H21F8FeN3O5S2 in a non-equilibrium geometry. Source: OMol25; level of theory: ωB97M-V/def2-TZVPD.

Element x y z (Å)
Fe1 9.64 8.70 11.28
O1 10.40 12.15 12.99
S1 9.63 10.92 12.98
O2 8.66 10.89 14.06
O3 10.59 9.69 12.95
O4 8.96 10.66 11.63
F1 14.88 7.62 9.76
C1 13.59 7.70 9.36
C2 12.71 8.32 10.19
C3 11.35 8.36 9.86
C4 10.98 7.80 8.65
C5 11.90 7.24 7.81
F2 11.69 6.64 6.60
C6 13.23 7.28 8.12
C7 9.53 7.63 8.36
C8 8.95 6.66 7.52
C9 7.59 6.41 7.53
C10 6.76 7.29 8.24
C11 7.36 8.20 9.05
N1 8.68 8.39 9.06
H1 13.14 8.69 11.14
H2 13.99 6.72 7.62
H3 9.58 5.87 7.16
H4 7.10 5.63 7.02
H5 5.67 7.10 8.29
H6 6.80 8.90 9.66
C12 10.13 12.86 10.12
C13 9.24 12.80 8.81
N2 8.27 13.85 8.69
C14 7.22 14.01 9.53
S2 6.13 15.33 9.26
N3 7.03 13.01 10.41
C15 5.97 13.02 11.46
C16 6.51 13.63 12.73
H7 10.61 11.86 10.21
H8 9.51 12.94 10.99
H9 10.78 13.72 10.09
H10 8.65 11.86 8.82
H11 9.85 12.79 7.87
H12 8.63 14.70 8.22
H13 7.74 12.29 10.69
H14 5.61 11.99 11.66
H15 5.13 13.61 11.07
H16 7.39 14.26 12.52
H17 6.97 12.83 13.41
H18 5.83 14.27 13.21
C17 7.53 7.56 13.97
C18 8.24 6.53 12.92
O5 8.78 7.07 11.85
C19 7.18 5.47 12.36
F3 7.58 4.74 11.32
F4 6.81 4.65 13.36
F5 6.09 6.11 11.95
C20 9.36 5.69 13.74
F6 8.92 5.18 14.90
F7 10.45 6.39 14.00
F8 9.74 4.58 12.97
H19 6.82 8.09 13.39
H20 8.34 8.22 14.29
H21 7.00 7.06 14.83

Values from the calculation:
* charge: -2
* max |F|: 3.09 eV/A
* HOMO (alpha / beta): -0.091 / -0.080 hartree
* orbital gap (alpha / beta): 6.91 / 6.59 eV
* multiplicity: 5
* ⟨S²⟩: 6.011

***

So what do the calculations give for total energy? Going down the list: -6828.2880 -4116.4224 -5671.4806 -1608.5556 -2153.0950 -1927.4235 -2783.0383 -4174.3665 hartree.